(1)
C18H17Br2KNOPSe4 | ωB97M-V/def2-TZVPD

Results
Charge: -2
Orbital gap (eV): 4.696
HOMO (eV): -0.9
Spin multiplicity: 1
Electronic energy (eV): -449568.996
LUMO energy (eV): 3.8
Relative energy (zero: lowest compared OMol25 entry of this formula, charge and spin) (kcal per mole): 0.00
Molecular weight (g/mol): 809.1

```
45
Properties=species:S:1:pos:R:3:forces:R:3
K -0.187295 -0.577675 -0.135058 -0.137 0.066 0.017
C 2.925515 -1.284298 -1.763067 0.021 -0.014 0.009
C 3.442541 -0.811704 -0.432908 -0.014 0.020 0.023
C 4.822302 -0.777798 -0.142177 -0.005 -0.002 -0.028
C 5.243923 -0.356130 1.086351 0.005 0.005 0.014
C 4.304194 0.041414 2.061387 0.011 -0.002 -0.015
C 4.630751 0.499561 3.361156 0.011 0.007 0.021
Br 6.456367 0.612807 3.925370 -0.012 -0.002 -0.010
C 3.647834 0.872652 4.238542 -0.006 -0.004 -0.016
C 2.307137 0.804919 3.874026 -0.007 -0.015 0.004
Br 0.994671 1.339986 5.147045 0.038 -0.005 -0.016
C 1.842643 0.353932 2.611177 -0.014 0.025 -0.019
O 0.645033 0.277783 2.276383 0.017 -0.009 -0.003
C 2.938395 -0.026947 1.688920 -0.016 0.017 -0.020
N 2.553686 -0.442785 0.462345 0.061 -0.036 0.060
H 3.736697 -1.423138 -2.479198 -0.002 -0.002 0.003
H 2.204096 -0.579307 -2.182957 0.001 0.000 -0.001
H 2.400608 -2.236370 -1.650812 -0.006 0.006 -0.009
H 5.536057 -1.084898 -0.897144 0.000 0.001 0.004
H 6.299400 -0.321966 1.324762 -0.001 0.003 0.004
H 3.908610 1.224367 5.227980 0.005 -0.001 -0.001
Se -0.466432 0.715049 -3.159994 0.006 -0.007 0.004
Se -2.147752 -0.928114 -3.167378 0.021 -0.043 0.005
Se -1.223278 -2.967786 -2.410825 0.018 0.047 -0.041
Se -1.916136 -3.339813 -0.199309 -0.019 -0.012 0.009
C -2.715941 3.658689 1.230408 -0.006 -0.005 -0.004
P -1.904181 2.654875 -0.098213 0.038 -0.029 -0.011
C -1.906790 3.904367 -1.443143 -0.015 -0.010 0.013
C -3.332378 1.595437 -0.542004 0.019 -0.014 0.010
C -3.531259 0.457221 0.239039 0.017 0.018 -0.014
C -4.552688 -0.437074 -0.041796 -0.013 -0.006 -0.007
C -5.402281 -0.196085 -1.110926 0.005 0.008 0.002
C -5.210455 0.926943 -1.902676 0.009 -0.001 0.009
C -4.179065 1.813311 -1.625256 -0.013 -0.003 -0.009
H -3.645512 4.120477 0.887254 0.003 0.006 0.002
H -2.024670 4.433812 1.568018 -0.003 0.004 0.000
H -2.931661 3.010431 2.080318 0.001 0.005 0.004
H -2.865358 4.420562 -1.545818 0.001 -0.002 0.000
H -1.644133 3.396707 -2.372965 0.001 0.007 -0.001
H -1.133141 4.641810 -1.220176 0.003 -0.003 -0.001
H -2.852486 0.248135 1.061403 -0.025 -0.019 -0.002
H -4.639435 -1.347735 0.535261 0.000 0.002 0.003
H -6.179805 -0.908983 -1.357048 0.002 -0.002 0.004
H -5.844077 1.096395 -2.765777 -0.001 0.001 0.001
H -4.016650 2.657465 -2.282821 0.002 -0.002 0.002
```
Forces are in eV/Å.

---

(2)
C7H11ClN2PS | ωB97M-V/def2-TZVPD

Results
Charge: +1
Orbital gap (eV): 7.151
SMILES: S=[PH2]c1ccn[nH+]c1CCCCl
HOMO (eV): -12.6
Spin multiplicity: 1
Electronic energy (eV): -43055.563
LUMO energy (eV): -5.4
Molecular weight (g/mol): 221.7

```
23
Properties=species:S:1:pos:R:3:forces:R:3
S -0.457567 3.586341 0.196640 -0.091 -0.292 -0.034
P -0.960545 2.458026 -1.290110 0.361 1.250 0.289
C -0.023739 0.852832 -1.441122 1.238 -3.080 -1.194
C 0.385312 0.314544 -2.716432 -0.226 0.295 1.295
C 1.102550 -0.960366 -2.837506 -1.128 1.684 0.735
N 1.373760 -1.667644 -1.755534 0.214 0.302 -1.818
N 1.007132 -1.151781 -0.611737 -0.634 0.740 2.441
C 0.354484 -0.020829 -0.291466 -1.263 2.171 -1.808
C -0.000742 0.424985 1.143953 1.603 -0.664 0.508
C 0.375232 -0.603487 2.272432 -0.757 -0.469 0.011
C -0.805821 -1.641570 2.459493 0.058 0.890 -0.436
Cl -1.232408 -1.750029 4.211931 0.172 -0.339 -0.857
H -0.662082 3.173032 -2.496814 -0.252 -1.004 0.102
H -2.352104 2.144566 -1.377277 0.598 -0.317 -0.204
H 0.144223 0.868550 -3.650161 0.248 -0.454 0.784
H 1.377868 -1.314025 -3.848849 -0.037 -0.100 1.007
H 1.269309 -1.722481 0.203295 -0.053 0.052 -0.529
H 0.612790 1.348571 1.330665 -0.666 -0.649 -0.435
H -1.072255 0.727851 1.238696 0.882 -0.239 -0.358
H 0.517231 -0.063833 3.242552 -0.125 -0.345 -0.994
H 1.332505 -1.150723 2.083098 -0.565 0.556 0.136
H -0.586815 -2.632684 2.001767 -0.157 0.552 0.755
H -1.698317 -1.219846 1.932485 0.579 -0.540 0.604
```
Forces are in eV/Å.

---

(3)
C5H4NO5Pr | ωB97M-V/def2-TZVPD

Results
Charge: +2
Orbital gap (spin up / spin down) (eV): 6.871 / 6.930
HOMO (spin up / spin down) (eV): -16.8 / -16.7
Spin multiplicity: 3
Electronic energy (eV): -31024.730
LUMO energy (spin up / spin down) (eV): -9.9 / -9.8
Relative energy (zero: lowest compared OMol25 entry of this formula, charge and spin) (kcal per mole): 36.86
Molecular weight (g/mol): 299.0

```
16
Properties=species:S:1:pos:R:3:forces:R:3
O -0.438457 2.593276 -4.862715 0.018 -1.412 2.978
C -0.430127 2.135137 -3.815418 -0.008 1.402 -2.602
Pr -0.370309 1.311478 -0.290458 0.246 -0.427 -4.238
C -0.611486 1.082067 2.036156 -1.405 -2.417 8.722
O -0.766922 0.783771 3.151110 0.745 1.719 -5.371
C -0.521931 -1.162258 -0.507234 -0.825 -2.426 3.612
O -0.648292 -2.298365 -0.200716 0.631 3.876 -2.505
C 2.093412 0.410804 -0.564582 2.780 -1.143 0.056
O 3.123103 -0.051968 -0.488124 -2.007 0.951 -0.317
C -2.887524 0.257767 -0.494854 -5.614 -3.184 1.127
O -3.887580 -0.319692 -0.304670 5.393 3.143 -1.156
H -0.407689 -0.384838 -1.656573 -0.083 -0.377 -0.391
N 1.275706 -0.897118 1.792707 0.311 0.220 0.541
H 0.685934 -1.435128 2.434340 -0.082 0.291 -0.105
H 1.942091 -0.401679 2.392486 -0.183 -0.097 0.049
H 1.850071 -1.623259 1.378539 0.082 -0.117 -0.400
```
Forces are in eV/Å.

---

(4)
C13H14Cl2FNO2 | ωB97M-V/def2-TZVPD

Results
Orbital gap (eV): 9.604
SMILES: CC1(C)CC(=O)C(F)C(=O)C1.Clc1cccc(Cl)n1
HOMO (eV): -9.5
Spin multiplicity: 1
Electronic energy (eV): -47053.064
LUMO energy (eV): 0.1
Molecular weight (g/mol): 306.2

```
33
Properties=species:S:1:pos:R:3:forces:R:3
C 3.241305 0.279654 -0.885836 -0.809 0.082 1.030
C 2.474974 0.470220 0.465536 -0.281 0.198 -1.099
C 3.448200 0.863239 1.567309 0.063 -0.059 -0.224
C 1.406127 1.585834 0.258763 0.424 -0.079 -0.382
C 0.405546 1.725905 1.380234 -1.124 0.715 -1.303
O -0.071716 2.805974 1.695897 0.659 -1.676 0.319
C -0.232490 0.354209 1.759796 -0.512 0.487 1.898
F -1.239528 -0.012848 0.815837 4.995 1.302 2.881
C 0.806879 -0.773234 1.979034 -0.200 -1.265 -1.463
O 0.734310 -1.656949 2.809441 -0.161 1.431 -0.226
C 1.761553 -0.855105 0.789581 0.065 0.059 0.417
H 2.524687 0.002210 -1.663907 0.175 0.000 -0.035
H 3.731202 1.209962 -1.157952 0.168 0.038 -0.127
H 3.970193 -0.517221 -0.757586 0.161 -0.012 -0.174
H 2.909474 1.006092 2.507625 0.185 0.051 0.104
H 4.191716 0.063937 1.693970 -0.100 0.279 0.118
H 3.959760 1.800327 1.294225 -0.119 -0.311 0.222
H 1.875584 2.562140 0.001097 -0.368 -0.610 0.279
H 0.750737 1.274030 -0.595851 0.541 0.340 0.532
H -0.870939 0.450142 2.613449 0.250 0.348 1.097
H 1.085484 -1.115118 -0.046374 0.313 0.007 0.135
H 2.486489 -1.668958 0.936571 -0.270 0.191 -0.003
Cl -0.593667 -0.172397 -2.188922 -0.100 -0.055 -0.481
C -2.237940 -0.531870 -1.770312 -1.565 -0.320 -0.178
C -3.200713 -0.870624 -2.781715 4.636 1.062 -2.434
C -4.462413 -1.208314 -2.475059 -1.319 -0.367 -0.784
C -4.733324 -1.186770 -1.146810 -1.582 -0.301 2.640
C -3.737052 -0.822991 -0.210813 -1.228 -0.240 0.164
Cl -4.091250 -0.805326 1.500081 -0.490 -0.119 -0.068
N -2.506800 -0.473416 -0.462566 -3.476 -1.665 -5.742
H -2.826263 -0.842751 -3.870730 -0.639 -0.078 1.893
H -5.213672 -1.480683 -3.263110 0.840 0.318 1.022
H -5.746453 -1.459296 -0.790903 0.865 0.252 -0.029
```
Forces are in eV/Å.

---

(5)
C25H48OsP2 | ωB97M-V/def2-TZVPD

Results
Charge: +2
Orbital gap (spin up / spin down) (eV): 6.102 / 4.301
HOMO (spin up / spin down) (eV): -12.8 / -12.8
Spin multiplicity: 5
Electronic energy (eV): -47727.300
LUMO energy (spin up / spin down) (eV): -6.7 / -8.5
Relative energy (zero: lowest compared OMol25 entry of this formula, charge and spin) (kcal per mole): 47.75
Molecular weight (g/mol): 600.8

```
76
Properties=species:S:1:pos:R:3:forces:R:3
Os 0.375277 -0.103637 -2.077054 -0.102 -3.081 6.434
C -2.545330 1.659688 0.183975 -0.598 0.194 -0.740
C -3.088889 0.824437 -0.855443 -0.045 0.558 0.387
C -2.684396 -0.481403 1.000322 -0.034 -0.193 -0.047
C -2.297316 0.855248 1.316191 -0.074 -0.217 0.339
C -3.139123 -0.510131 -0.362377 0.156 0.278 0.538
C -2.494355 3.139900 0.175969 0.467 0.094 0.024
H -2.250741 3.536183 -0.814107 -0.139 -0.025 0.114
H -1.736406 3.488542 0.885639 -0.133 0.037 -0.146
H -3.455938 3.574029 0.493229 0.123 -0.171 -0.121
C -1.896780 1.384473 2.640524 0.050 -0.196 -0.071
H -0.948714 1.923169 2.570604 0.009 0.058 -0.013
H -1.798644 0.601906 3.386791 0.066 0.014 -0.003
H -2.650766 2.093608 2.995891 0.040 0.060 -0.026
C -2.777984 -1.582626 1.988693 -0.168 -0.174 0.440
H -3.736389 -2.120403 1.873880 0.443 0.112 -0.005
H -2.750362 -1.177989 3.017642 0.029 -0.313 -0.550
H -1.959930 -2.322737 1.895156 -0.305 0.297 -0.079
C -3.737947 -1.653969 -1.074949 -0.358 -0.060 0.068
H -4.533826 -1.284842 -1.730363 0.136 -0.261 0.006
H -4.169297 -2.379258 -0.380493 0.110 0.049 -0.101
H -2.999017 -2.178842 -1.688177 -0.094 -0.052 0.084
C -3.745845 1.330556 -2.089397 0.008 -0.080 -0.442
H -4.695460 1.845828 -1.844692 0.417 -0.133 0.018
H -3.999071 0.513698 -2.774342 0.063 0.185 0.145
H -3.122848 2.048066 -2.647245 -0.152 -0.131 0.307
C 1.859849 0.763190 -3.067040 0.405 0.488 -1.365
C 0.559510 1.495011 -3.124514 1.245 1.411 -1.921
C -0.251492 1.445732 -4.422931 -0.404 0.865 -0.256
C -1.123424 0.152200 -4.560096 -0.634 0.162 -0.018
C -0.938359 -0.826441 -3.384697 -0.126 -1.429 -2.256
C 0.299009 -1.657213 -3.382824 -0.241 0.258 -1.528
C 1.352048 -1.418444 -4.486470 0.402 -0.092 -0.387
C 2.317681 -0.173767 -4.200292 0.513 -0.714 -0.190
H 0.436566 1.626784 -5.273119 -0.382 -0.396 0.343
H -0.940157 -0.379833 -5.512172 -0.063 0.360 0.428
H -0.909287 2.336808 -4.413490 0.195 -0.513 -0.086
H 2.564356 0.391765 -5.127679 -0.463 -0.299 0.521
H 2.654767 1.289885 -2.508516 -0.374 -0.586 -0.033
H 0.565669 2.419541 -2.521854 -0.221 -0.270 -0.229
H 3.283193 -0.634574 -3.914456 -0.419 0.485 0.115
H 1.974487 -2.338760 -4.599615 -0.413 0.796 0.182
H 0.225600 -2.698602 -2.970852 0.184 1.250 0.036
H 0.854202 -1.291928 -5.472647 0.203 -0.036 0.665
H -2.188820 0.439722 -4.564843 0.461 -0.041 -0.130
H -1.822853 -1.381811 -3.027796 0.385 0.595 -0.021
P 2.470449 3.351614 0.978320 0.169 -0.392 -0.453
C 2.612095 4.087349 2.639184 -0.169 0.111 0.745
H 3.481100 4.762040 2.759271 -0.371 -0.399 -0.042
H 2.648141 3.286055 3.399305 0.119 0.336 -0.283
H 1.684230 4.657503 2.855305 0.557 -0.186 -0.197
C 3.980811 2.276988 0.797119 -0.312 0.061 0.253
H 4.923505 2.843341 0.819617 -0.279 -0.207 0.036
H 3.902449 1.715735 -0.145513 0.090 0.262 0.152
H 3.963938 1.531714 1.599357 0.172 0.112 -0.050
C 3.012226 4.767726 -0.039820 -0.258 0.287 -0.356
H 3.286276 4.414186 -1.043956 0.047 0.108 0.254
H 3.863305 5.291700 0.421121 -0.247 -0.133 -0.243
H 2.167452 5.459857 -0.173297 0.353 -0.036 0.117
P 1.221840 -4.007254 -0.489144 -0.314 1.435 -0.440
C 0.223196 -5.325056 -1.245870 0.101 -0.026 0.144
H 0.915851 -6.103579 -1.575855 -0.514 -0.289 -0.031
H -0.340495 -4.911038 -2.092797 0.136 -0.363 0.151
H -0.475664 -5.674124 -0.471744 0.138 -0.194 -0.485
C 2.911018 -4.400472 -1.086121 -0.563 0.050 0.079
H 2.904910 -4.294364 -2.178117 0.168 -0.236 0.211
H 3.114324 -5.431568 -0.769085 0.442 0.259 -0.277
H 3.615171 -3.671570 -0.675693 0.062 -0.323 0.019
C 1.295953 -4.465211 1.272904 0.250 0.113 -0.307
H 2.077705 -5.240510 1.349938 -0.456 0.258 0.610
H 0.296753 -4.834546 1.548039 0.485 0.056 0.236
H 1.543788 -3.537021 1.828068 -0.017 -0.825 0.001
C 1.047984 -0.410956 -0.097938 0.157 0.808 0.946
H 2.136397 -0.601289 -0.030152 -0.397 0.151 -0.208
H 0.561019 -1.235395 0.477188 -0.011 0.547 -0.811
H 0.825028 0.564994 0.409101 0.292 -0.490 -0.197
```
Forces are in eV/Å.

---

(6)
C19H18BrN6O7Tl | ωB97M-V/def2-TZVPD

Results
Charge: -2
Orbital gap (eV): 7.084
HOMO (eV): -2.9
Spin multiplicity: 1
Electronic energy (eV): -118006.780
LUMO energy (eV): 4.2
Relative energy (zero: lowest compared OMol25 entry of this formula, charge and spin) (kcal per mole): 11.56
Molecular weight (g/mol): 726.7

```
52
Properties=species:S:1:pos:R:3:forces:R:3
Tl 1.159697 -1.011642 1.156435 -0.282 -0.321 0.070
O 0.138085 -2.700263 -2.533415 -0.024 -0.049 -0.049
C -0.081088 -2.824381 -1.304121 -0.110 -0.013 -0.130
O 0.786737 -2.957592 -0.411780 0.022 0.074 0.183
C -1.571567 -2.679995 -0.929388 0.095 0.022 -0.009
C -1.941632 -1.188596 -1.087577 -0.102 -0.033 -0.072
C -3.460477 -1.030479 -1.274965 0.042 -0.027 0.004
C -3.965023 -1.299586 0.163696 0.033 -0.030 0.015
C -2.640125 -1.577991 0.893887 -0.091 -0.040 -0.057
O -1.744829 -0.667888 0.232952 0.030 0.021 0.017
C -2.093865 -2.959987 0.511192 0.028 0.054 0.082
C -1.118887 -3.499228 1.601650 -0.221 -0.050 -0.037
O -1.084094 -4.728164 1.732687 0.090 -0.092 -0.032
O -0.559106 -2.625178 2.328122 0.214 0.218 -0.027
H -2.108661 -3.273160 -1.670541 -0.026 0.001 0.024
H -1.329570 -0.649661 -1.805662 0.040 0.017 0.035
H -3.851426 -1.735999 -2.008772 -0.009 0.018 -0.014
H -3.701841 -0.017717 -1.602268 -0.010 0.000 -0.005
H -4.649206 -2.146848 0.230492 -0.009 0.010 -0.001
H -4.464111 -0.421651 0.581745 -0.002 0.001 -0.001
H -2.635558 -1.388934 1.961273 0.034 -0.017 -0.002
H -2.900109 -3.695043 0.461066 -0.002 0.017 -0.001
C 0.795977 4.059520 -1.492988 -0.003 0.037 0.023
O 1.331491 2.939112 -2.173788 0.010 -0.008 -0.024
C 1.145558 1.752833 -1.525745 -0.009 -0.049 0.017
O 0.525136 1.664726 -0.488323 0.059 0.015 -0.048
N 1.707516 0.760290 -2.246857 0.130 0.069 -0.068
N 1.786307 -0.522684 -1.698968 0.001 0.132 -0.015
H 1.006295 4.918442 -2.126363 -0.007 0.002 0.003
H 1.271212 4.189844 -0.519958 -0.003 -0.004 0.005
H -0.279566 3.952945 -1.344336 -0.001 0.006 -0.007
H 2.324855 1.041237 -2.999918 -0.030 -0.078 0.031
H 2.754570 -0.798719 -1.586625 -0.010 0.063 0.085
H 1.280151 -1.214095 -2.258631 0.060 -0.018 -0.040
Br -0.277165 -0.600435 5.623039 -0.010 -0.034 0.086
C -0.663711 0.547504 4.159343 0.047 0.120 -0.087
C -1.942638 0.538161 3.625629 -0.011 -0.030 -0.014
C -2.177830 1.359569 2.537559 -0.007 -0.004 0.051
C -1.152583 2.155926 2.054083 0.014 0.045 -0.005
C 0.077313 2.092566 2.683663 0.003 -0.116 -0.108
N 0.324962 1.290560 3.721024 -0.010 0.063 0.220
H -2.701852 -0.116573 4.026334 0.015 -0.027 -0.003
H -3.144541 1.347900 2.050729 0.002 0.007 -0.007
H -1.280944 2.772585 1.176406 0.027 -0.036 -0.005
H 0.922487 2.661742 2.317095 -0.011 0.024 -0.020
N 4.268234 0.415232 0.435401 0.013 0.030 -0.090
C 4.922728 0.770757 -0.451310 0.057 0.030 0.011
C 5.733233 1.202274 -1.522212 0.061 -0.011 -0.036
C 7.127713 1.331439 -1.358144 -0.017 -0.011 0.011
N 8.273861 1.441709 -1.236799 0.008 0.017 0.011
C 5.163779 1.457661 -2.783887 -0.042 0.005 0.019
N 4.694108 1.667953 -3.822165 -0.075 -0.019 0.012
```
Forces are in eV/Å.

---

Q: Look up the electronic energy of the fifth one.
A: -47727.300 eV